Record 1
Density functional theory data (ωB97M-V/def2-TZVPD) for C4H7NO in the gas phase.

The geometry in XYZ format:
```
13
Properties=species:S:1:pos:R:3:forces:R:3
C -1.5937 -0.6083 -0.9745 -0.04 -0.04 -0.07
C 1.3091 0.7218 1.0824 0.12 0.08 0.07
N 0.0048 0.1509 0.7145 0.02 -0.10 -0.12
H -0.1122 -0.7690 1.1669 -0.65 0.25 0.04
H -2.4988 -0.3738 -0.4054 0.12 -0.02 -0.06
O -0.0690 1.2243 -1.3049 -0.18 -0.35 0.31
C 1.6181 -0.7076 0.8179 0.44 0.13 -0.21
C -0.4902 0.3432 -0.5934 0.11 0.09 -0.18
H 1.8329 -0.7856 -0.2619 0.10 0.10 0.09
H -1.3074 -1.6402 -0.7478 -0.05 0.13 -0.02
H -1.7996 -0.5062 -2.0404 0.02 0.00 0.17
H 1.3200 1.0903 2.1095 0.03 -0.15 -0.16
H 1.5783 1.4867 0.3543 -0.04 -0.11 0.11
```
Forces are in eV/Å.

Properties
Molar mass ... 85.11 g mol⁻¹
Net charge ... 0
LUMO level ... 0.706 eV
Gap between HOMO and LUMO ... 9.413 eV


Record 2
Density functional theory data (ωB97M-V/def2-TZVPD) for 2 unconnected molecules or ions with the total composition C4H10O2S2 in a non-equilibrium geometry.

The geometry in XYZ format:
```
18
Properties=species:S:1:pos:R:3:forces:R:3
H -0.4207 -0.8956 -2.5687 -0.52 0.38 0.14
H -1.6645 -0.2857 0.8250 0.08 0.03 0.49
O 1.9890 -0.0201 0.3436 -0.17 -0.24 0.41
C 0.1965 -0.0005 -2.6333 1.79 -1.16 -0.33
H 2.1377 0.6558 -2.0875 0.39 -0.20 0.27
H 0.4239 -1.1420 -0.3125 0.22 -0.29 0.29
H -1.9373 1.4088 1.4200 -1.04 -0.11 -0.55
C -1.4918 0.7725 0.6483 0.75 -0.44 0.58
O -0.5037 -0.4315 5.3856 -0.01 -1.09 -0.87
H -0.8861 -1.3035 5.5661 -0.29 0.34 0.74
H 0.4701 0.1262 -3.6852 -0.54 0.28 -0.14
S -2.1379 1.0731 -1.0046 -0.01 1.27 0.36
H 2.0859 -1.0354 -2.5580 -0.11 -0.28 0.27
H -0.4560 1.0629 0.8334 0.27 -0.44 -0.83
H -0.0784 -0.6982 4.5550 0.31 0.73 0.12
S -0.6412 1.5335 -2.2410 -0.74 -0.23 -0.25
C 1.3431 -0.5500 -0.5094 0.24 0.41 -0.55
C 1.5712 -0.2704 -1.9767 -0.63 1.03 -0.15
```
Forces are in eV/Å.

Properties
Molar mass ... 154.26 g mol⁻¹
Net charge ... +1
LUMO level (spin up / spin down) ... -4.438 / -8.734 eV
Gap between HOMO and LUMO (spin up / spin down) ... 9.379 / 5.083 eV
Spin multiplicity ... 2


Short version: ΔE to the lowest compared entry with this formula, charge and spin = 411.5 174.0 kJ/mol, in the order given.